Entry from OMol25: 2 unconnected molecules or ions with the total composition C3HCl3O (the ωB97M-V functional and the def2-TZVPD basis).

CARTESIAN COORDINATES (ANGSTROEM)
C 1.31861 0.32682 0.14894
C 0.13030 0.85336 -0.13407
C -1.38736 -1.18859 -0.04428
O -0.98881 -2.26464 -0.18235
Cl 2.90060 1.21756 0.24820
Cl -0.64773 2.32523 -0.28811
Cl -2.97936 -0.57104 0.29405
H 1.65376 -0.69871 -0.04237

Cartesian forces (eV/Å) of the 2 atoms listed first:
0.69 0.81 -1.36
-0.02 -2.33 0.59

For the molar mass, the calculation gives 159.4 g/mol. Its spin multiplicity is 1. The total energy comes out at -42737.72994 eV. Its highest occupied orbital energy (alpha / beta) is -9.304 / -9.376 eV.

Here are the Mulliken charges for atoms 1 to 6, given in e:
1. C -0.087
2. C 0.006
3. C 0.378
4. O -0.267
5. Cl -0.194
6. Cl -0.077

---

Entry from OMol25: 2 unconnected molecules or ions with the total composition C3HCl3OS2 (the ωB97M-V functional and the def2-TZVPD basis).

CARTESIAN COORDINATES (ANGSTROEM)
O -2.72743 -1.30342 -0.16069
C -1.95066 -0.60429 -0.66351
C -0.99864 0.14480 -1.13022
Cl -0.84268 1.84985 -0.75405
S -0.11351 -0.53080 -2.52357
Cl 1.71232 -0.97615 -1.74475
S 0.90872 -1.14887 1.42733
C 1.13233 0.41789 1.73495
Cl 2.49684 1.08771 2.34364
H 0.38271 1.06327 1.47087

Cartesian forces (eV/Å) of the 2 atoms listed first:
0.54 0.63 -0.68
-1.38 -1.45 1.56

For the molar mass, the calculation gives 223.5 g/mol. Its spin multiplicity is 1. The total energy comes out at -64410.15326 eV. Its SMILES is O=C=C(Cl)SCl.S=CCl. Its highest occupied orbital energy is -9.144 eV.

Here are the Mulliken charges for atoms 1 to 6, given in e:
1. O -0.317
2. C 0.748
3. C -0.179
4. Cl -0.161
5. S 0.033
6. Cl -0.121

---

Entry from OMol25: a molecular structure, C3HCrFO2 (the ωB97M-V functional and the def2-TZVPD basis).

CARTESIAN COORDINATES (ANGSTROEM)
H 0.82013 -0.01484 2.02108
O -0.92646 -0.13543 0.77927
O 0.22224 -0.05843 -1.13830
C 0.37066 0.23720 1.05565
C 1.02691 0.24721 -0.10524
C -1.05774 -0.25292 -0.59874
F 2.22161 0.67513 -0.42488
Cr -2.67735 -0.69793 -1.58884

Cartesian forces (eV/Å) of the 2 atoms listed first:
-0.63 0.92 0.07
0.19 0.05 -3.43

For the molar mass, the calculation gives 140.0 g/mol. Its spin multiplicity is 5. The total charge is +2. The total energy comes out at -38336.74590 eV. Its highest occupied orbital energy (alpha / beta) is -19.532 / -19.547 eV.

Here are the Mulliken charges for atoms 1 to 6, given in e:
1. H 0.381
2. O -0.265
3. O -0.254
4. C -0.007
5. C 0.561
6. C 0.168

---

Q: What is the spin multiplicity in the third record?
A: 5

---

Q: Look up the spin multiplicity of the third one.
A: 5